1.
20
Properties=species:S:1:pos:R:3:forces:R:3 method="wB97M-V/def2-TZVPD" orbital_gap_ha=0.387 lumo_energy_ev=1.2
C -1.5796 1.6419 0.3466 0.281 0.094 -0.067
C -1.4089 0.1657 0.4737 -1.056 -0.445 -0.443
N -1.4201 -0.6217 -0.5275 0.137 0.538 0.971
C -1.4655 -2.0365 -0.2289 0.069 -0.393 -0.062
H -2.5279 1.9295 0.8201 0.142 -0.057 -0.127
H -0.7822 2.1651 0.8823 -0.044 0.030 -0.104
H -1.5820 1.9346 -0.7054 0.015 0.022 0.169
H -1.4932 -0.2178 1.5078 0.316 -0.093 -0.204
H -0.5592 -2.5315 -0.5989 -0.118 0.090 -0.009
H -1.5709 -2.2761 0.8449 0.006 0.150 -0.230
H -2.3065 -2.4751 -0.7767 0.110 0.013 0.119
C 1.4684 1.1469 -1.2278 -1.590 -1.921 -1.009
C 2.0399 0.6703 -0.1402 2.210 2.208 -0.700
C 1.9802 -0.6007 0.6043 -0.096 0.167 -0.188
H 1.5561 2.0445 -1.8358 0.735 0.086 0.797
H 0.8234 0.4253 -1.6871 -1.066 -0.045 -0.430
H 2.8816 1.3105 0.0501 0.483 0.342 1.410
H 2.9472 -1.1042 0.5311 -0.122 -0.133 -0.128
H 1.8500 -0.3815 1.6681 -0.312 -0.221 -0.069
H 1.1835 -1.2037 0.1879 -0.100 -0.433 0.302

---

2.
20
Properties=species:S:1:pos:R:3:forces:R:3 method="wB97M-V/def2-TZVPD" orbital_gap_ha=0.355 lumo_energy_ev=1.1
C 0.7369 -3.1153 -0.3270 1.687 -3.873 -0.019
C 0.1224 -1.8415 -0.7045 0.517 1.650 -1.033
C 0.8172 -0.7610 -1.1061 -1.600 0.885 0.520
C 0.0896 0.5783 -1.3779 -1.762 -0.363 -0.596
C -0.7095 1.1220 -0.1625 0.871 1.154 2.047
C 0.0168 1.3775 1.2752 -1.887 0.728 0.952
N -0.8306 2.3640 2.0478 1.621 1.686 -0.646
H 0.2120 -4.1313 -0.4914 -0.372 1.966 0.251
H 1.5082 -3.3061 -1.1763 -0.196 0.415 2.137
H 1.0984 -3.2759 0.7992 -0.264 0.872 -2.583
H -0.9219 -1.7130 -0.8889 -0.917 -0.322 0.606
H 1.8656 -0.7064 -1.1793 1.320 -0.339 0.198
H -0.7841 0.2790 -2.0644 1.428 0.779 0.282
H 0.6703 1.4720 -1.8398 -0.639 -1.987 0.691
H -1.6588 0.6244 0.1247 0.652 -0.364 -0.607
H -1.0456 2.1485 -0.4005 0.176 -0.366 -0.170
H -0.0610 0.5178 2.0702 1.068 0.961 -2.227
H 0.9997 1.9336 1.2014 -0.756 -1.393 0.001
H -0.7339 3.3771 1.7279 -0.562 -2.176 0.424
H -1.7757 2.0722 2.2006 -0.385 0.087 -0.228

---

3.
20
Properties=species:S:1:pos:R:3:forces:R:3 method="wB97M-V/def2-TZVPD" orbital_gap_ha=0.356 lumo_energy_ev=1.0
C -0.5936 -0.8706 1.9005 0.950 0.070 -1.187
C -0.4263 -1.2238 0.6196 -0.782 -0.256 -1.173
C -1.5398 -1.8697 -0.1837 -0.500 0.504 1.018
C 0.8378 -1.0091 -0.2339 -1.143 -0.696 2.882
C 0.7600 0.3107 -0.9797 0.737 0.992 0.082
C 0.2113 1.4932 -0.1630 0.197 0.429 -0.346
N 0.7067 2.7246 -0.7937 -0.054 -0.645 -0.249
H 0.3194 -0.8297 2.4844 -0.219 0.958 0.344
H -1.5518 -0.4654 2.1951 -0.187 -0.953 0.792
H -1.1812 -2.8540 -0.4884 0.129 0.223 -0.658
H -1.9345 -1.2349 -0.9764 0.246 -0.325 -0.447
H -2.3719 -2.1334 0.4649 -0.230 0.276 0.163
H 1.5724 -0.8628 0.5695 0.584 -0.203 -0.542
H 0.9736 -1.9697 -0.7242 0.615 0.426 -0.770
H 0.2463 0.4116 -1.9336 -0.103 -0.796 -0.115
H 1.7932 0.6132 -1.1828 0.010 -0.202 -0.264
H -0.8622 1.5218 -0.2476 -0.540 -0.114 0.118
H 0.4391 1.4515 0.9025 0.175 -0.262 0.064
H 1.6753 2.8665 -0.5468 -0.080 0.416 0.023
H 0.1276 3.5267 -0.6114 0.197 0.159 0.265